Entry from the OMol25 dataset: a structure of composition C30H45N3O18 at a distorted geometry (the ωB97M-V functional and the def2-TZVPD basis).

Last column: Löwdin charge in e.
Cartesian coordinates (Å):
C: 18.711 -7.902 13.062  -0.119
C: 18.587 -9.350 12.640  -0.074
O: 17.520 -9.827 13.514  0.055
C: 17.314 -8.877 14.523  -0.510
O: 16.678 -9.046 15.523  0.174
O: 17.740 -7.658 14.136  0.044
H: 18.545 -7.169 12.273  0.101
H: 19.720 -7.740 13.441  0.124
H: 19.490 -9.941 12.793  0.125
H: 18.449 -9.471 11.565  0.134
C: 21.536 -2.465 16.171  -0.074
C: 21.053 -3.052 14.869  -0.128
O: 22.181 -2.759 14.058  -0.042
C: 23.060 -2.027 14.693  -0.564
O: 24.026 -1.654 14.076  0.164
O: 22.618 -1.632 15.827  0.171
H: 21.952 -3.264 16.784  0.152
H: 20.817 -1.866 16.729  0.133
H: 20.152 -2.504 14.592  0.154
H: 21.051 -4.136 14.982  -0.009
C: 23.762 -3.438 12.928  -0.181
C: 22.563 -4.351 13.007  -0.178
O: 22.840 -5.277 11.998  -0.074
C: 23.756 -4.736 11.217  -0.368
O: 24.028 -5.149 10.026  0.133
O: 24.314 -3.661 11.770  0.204
H: 24.362 -3.722 13.793  0.172
H: 23.606 -2.369 13.067  0.056
H: 21.534 -4.059 12.795  0.133
H: 22.496 -4.807 13.995  0.106
C: 20.216 -2.038 9.852  -0.120
C: 19.443 -3.236 9.463  -0.324
O: 18.530 -2.770 8.588  0.058
C: 18.602 -1.376 8.491  -0.447
O: 17.973 -0.707 7.712  0.173
O: 19.476 -0.961 9.387  0.135
H: 21.217 -2.068 9.421  0.166
H: 20.348 -2.013 10.934  0.148
H: 19.028 -3.763 10.322  0.136
H: 20.256 -3.816 9.026  0.047
C: 22.364 -5.349 8.999  -0.050
C: 21.428 -6.050 9.958  -0.190
O: 20.160 -6.037 9.397  0.096
C: 20.100 -4.977 8.524  -0.558
O: 19.117 -4.679 7.878  0.066
O: 21.376 -4.455 8.324  0.065
H: 22.891 -6.074 8.378  0.150
H: 23.151 -4.777 9.491  -0.076
H: 21.519 -5.488 10.887  0.061
H: 21.669 -7.108 10.052  0.147
C: 15.921 -4.816 9.429  -0.033
C: 17.405 -4.738 9.207  -0.122
O: 17.892 -5.278 10.394  -0.004
C: 17.069 -4.926 11.382  -0.468
O: 17.327 -4.878 12.627  0.042
O: 15.982 -4.536 10.814  0.127
H: 15.281 -5.696 9.363  0.145
H: 15.539 -3.950 8.889  0.148
H: 17.840 -3.763 8.990  0.027
H: 17.589 -5.458 8.409  0.160
C: 22.439 -6.796 14.132  -0.095
C: 23.077 -7.271 12.796  -0.178
C: 23.724 -8.693 12.851  -0.120
C: 23.160 -9.598 11.775  -0.215
N: 22.795 -10.209 10.886  0.134
H: 23.191 -6.718 14.916  0.124
H: 21.682 -7.467 14.539  0.091
H: 21.952 -5.848 13.900  0.000
H: 23.726 -6.414 12.619  0.107
H: 22.380 -7.218 11.959  0.092
H: 23.350 -9.098 13.791  0.100
H: 24.810 -8.606 12.878  0.117
C: 20.428 -5.265 14.528  -0.174
C: 19.169 -5.391 13.663  -0.157
C: 19.372 -5.515 12.135  -0.080
C: 20.165 -4.574 11.225  -0.066
N: 20.735 -3.817 10.548  0.088
H: 20.898 -6.236 14.682  0.061
H: 20.249 -5.118 15.593  0.124
H: 21.078 -4.483 14.136  0.021
H: 18.422 -4.628 13.882  0.094
H: 18.528 -6.249 13.869  0.078
H: 18.373 -5.508 11.700  0.022
H: 19.914 -6.430 11.898  0.124
C: 17.196 -2.399 16.932  -0.084
C: 18.367 -2.999 16.229  -0.251
C: 18.210 -4.505 16.038  -0.223
C: 18.095 -5.384 17.199  -0.191
N: 17.934 -6.041 18.138  0.152
H: 16.245 -2.839 16.633  0.087
H: 17.140 -1.355 16.627  0.080
H: 17.299 -2.536 18.009  0.087
H: 19.310 -2.800 16.739  0.082
H: 18.488 -2.590 15.226  0.105
H: 19.002 -4.882 15.392  0.013
H: 17.269 -4.604 15.496  0.135

As for the HOMO energy: -8.546 eV. The frontier orbital gap comes out at 8.07 eV. The calculation puts the energy at -2687.1609 Ha. The spin multiplicity is 1. The energy above the lowest of the compared OMol25 structures with the same formula, charge and spin is 42.521 eV.